(1)
101
Properties=species:S:1:pos:R:3:forces:R:3 method="wB97M-V/def2-TZVPD" multiplicity=2 homo_ha="-0.4712 / -0.4782" total_charge=+2 relative_energy_kj_mol=147.73 gap_ev="6.249 / 6.293" total_energy_ha=-3539.47084 s_squared=0.754
Tc 0.636353 -0.009607 0.224880 -0.24 0.02 -0.35
I 2.941898 0.320140 -1.265487 0.07 -0.03 0.13
C 3.982292 1.833807 -0.228683 0.07 0.06 0.03
C 5.311350 1.524862 -0.119533 -0.03 0.00 0.00
C 6.222302 2.453306 0.411991 -0.04 0.03 -0.01
C 5.768487 3.686413 0.761219 0.01 -0.04 0.00
C 4.398327 4.024824 0.650796 0.03 0.02 0.01
C 4.014050 5.350411 0.963458 -0.06 0.00 -0.02
C 2.718591 5.748392 0.847357 0.06 -0.03 0.01
C 1.749290 4.794343 0.505964 -0.02 0.01 0.04
C 2.054439 3.481770 0.219263 -0.05 0.04 0.09
P 0.559222 2.440346 0.048950 0.06 -0.10 0.00
C -0.615645 3.148571 1.236378 -0.03 0.06 -0.04
C -1.667301 3.983260 0.868791 0.00 -0.05 0.01
C -2.524371 4.486775 1.838257 0.00 -0.01 0.02
C -2.328630 4.171971 3.174248 -0.01 0.00 -0.01
C -1.268669 3.355429 3.546828 -0.01 -0.01 0.00
C -0.417686 2.843590 2.582500 0.01 -0.02 0.01
C -0.051878 2.789525 -1.624818 0.06 -0.05 -0.05
C -1.352744 2.438748 -1.993320 -0.01 -0.02 0.01
C -1.790309 2.644816 -3.291075 0.00 0.01 -0.01
C -0.929167 3.178226 -4.241795 -0.01 -0.01 0.01
C 0.368132 3.513944 -3.887542 0.00 0.00 0.01
C 0.805458 3.325031 -2.584557 -0.01 0.04 0.01
C 3.429934 3.074052 0.206149 0.00 -0.09 -0.09
H 5.679471 0.566662 -0.459207 0.00 -0.02 -0.01
H 7.266213 2.190236 0.499786 0.02 -0.01 0.00
H 6.451432 4.442500 1.124574 0.02 0.01 0.01
H 4.781288 6.043843 1.281472 0.02 0.01 0.01
H 2.422892 6.766376 1.056409 0.00 0.01 0.00
H 0.714392 5.111201 0.506530 0.01 -0.01 0.01
H -1.820773 4.254444 -0.165972 0.01 0.01 -0.06
H -3.338391 5.136405 1.546549 -0.01 0.01 0.00
H -2.993417 4.572106 3.927542 -0.01 0.01 0.01
H -1.101605 3.121657 4.589349 0.00 0.00 0.02
H 0.415604 2.221849 2.888195 -0.01 0.01 -0.01
H -2.034051 2.027399 -1.258621 0.03 0.02 0.03
H -2.810633 2.402551 -3.558547 -0.02 -0.01 -0.02
H -1.272644 3.339803 -5.254288 -0.01 0.00 -0.02
H 1.040243 3.936310 -4.621672 0.01 0.00 -0.01
H 1.813848 3.614325 -2.316217 0.00 -0.01 0.00
O 0.689642 -0.370136 3.052569 0.02 0.04 -0.45
N 0.709831 -0.196279 1.911047 0.22 0.06 0.70
C -0.010867 -5.984567 -1.433443 0.00 0.03 0.01
Si 1.361412 -5.058416 -0.575536 0.14 0.00 -0.04
C 2.925438 -5.082435 -1.585417 -0.03 -0.02 0.03
C 1.623704 -5.653218 1.169075 -0.01 0.03 -0.07
C 0.883494 -3.238750 -0.433703 -0.09 -0.17 0.18
C 0.726604 -2.031373 -0.207152 0.24 0.14 -0.17
H 0.245124 -7.045649 -1.456287 0.02 -0.02 -0.02
H -0.143015 -5.659802 -2.466523 0.00 0.01 -0.02
H -0.963097 -5.893753 -0.909421 0.00 0.00 0.02
H 3.253348 -6.110082 -1.750274 0.01 -0.03 0.00
H 3.734057 -4.554298 -1.079113 0.01 0.02 0.02
H 2.776149 -4.622959 -2.563204 -0.01 0.01 -0.03
H 1.897706 -6.709577 1.166613 0.02 -0.03 -0.02
H 0.720782 -5.549165 1.770193 -0.04 0.00 0.02
H 2.426877 -5.100941 1.658036 0.01 0.02 0.00
C -1.285863 -0.040759 0.315448 -0.18 0.06 0.09
C -2.521916 -0.077562 0.431028 -0.08 -0.04 0.03
C -3.868148 -0.163069 0.600329 0.01 0.09 -0.07
C -4.715650 -0.455032 -0.558428 0.01 -0.01 0.07
C -5.944163 -1.107472 -0.399907 0.02 0.07 -0.06
C -6.691536 -1.457962 -1.512723 -0.01 0.03 -0.01
C -6.229776 -1.155041 -2.786016 -0.02 -0.02 0.00
C -5.005023 -0.513869 -2.954498 0.05 0.02 0.03
C -4.247982 -0.175016 -1.849588 -0.01 -0.03 -0.05
C -4.415245 0.036585 1.939043 0.01 0.05 0.03
C -3.637586 -0.281910 3.061107 -0.03 0.00 -0.01
C -4.127187 -0.059582 4.332136 0.00 -0.01 -0.01
C -5.384281 0.512248 4.500125 -0.01 0.01 0.01
C -6.150978 0.861215 3.396884 0.01 0.00 -0.01
C -5.676437 0.620791 2.119614 0.05 -0.06 0.01
H -6.288544 -1.381975 0.586640 -0.02 -0.01 0.04
H -7.636145 -1.969269 -1.385295 0.00 0.00 0.01
H -6.824647 -1.415821 -3.651292 0.00 -0.01 -0.01
H -4.651406 -0.274502 -3.948222 0.00 0.01 -0.02
H -3.290187 0.315759 -1.973086 -0.02 -0.01 0.00
H -2.660276 -0.727212 2.920207 0.02 0.01 0.00
H -3.533089 -0.326840 5.194989 0.01 -0.01 0.02
H -5.763780 0.693864 5.496577 0.00 0.00 0.01
H -7.116554 1.327583 3.532822 -0.02 0.01 0.00
H -6.262632 0.922491 1.263805 -0.02 0.01 -0.04
N -1.825091 -2.990500 -1.756316 -0.12 -0.03 -0.03
C -2.387847 -3.326905 -0.595922 0.12 -0.07 -0.02
S -1.411584 -3.423428 0.811227 -0.19 -0.08 0.10
N -3.689707 -3.615359 -0.614369 -0.04 0.08 -0.15
C -4.636294 -3.872686 0.418895 -0.01 -0.13 0.03
C -4.479090 -3.479868 1.738737 -0.05 0.03 -0.01
C -5.509064 -3.718185 2.641488 0.04 0.01 0.02
C -6.681704 -4.334545 2.239749 -0.01 0.00 -0.02
C -6.831173 -4.720939 0.913593 0.00 0.02 0.02
C -5.813981 -4.490006 0.006240 0.05 -0.06 0.05
H -0.826893 -2.838483 -1.777705 0.03 0.02 0.01
H -2.348681 -2.972611 -2.616386 -0.04 0.01 0.01
H -4.110846 -3.638732 -1.535736 0.03 0.08 0.06
H -3.591950 -2.968009 2.077179 0.06 -0.02 -0.04
H -5.383682 -3.410192 3.670735 0.00 0.01 0.02
H -7.473356 -4.517744 2.952322 -0.01 0.00 0.01
H -7.738865 -5.207846 0.585302 -0.01 -0.01 0.00
H -5.933650 -4.794200 -1.027137 0.01 0.00 -0.02

=====

(2)
105
Properties=species:S:1:pos:R:3:forces:R:3 method="wB97M-V/def2-TZVPD" multiplicity=3 homo_ha="-0.1737 / -0.1735" total_charge=-1 gap_ev="6.837 / 6.830" total_energy_ha=-5400.48957 s_squared=2.008
Ni -0.149398 -1.873348 -0.333108 -0.30 -0.01 -0.42
C 2.249536 -3.667314 -0.280134 -0.48 0.12 -1.12
P 1.472570 -2.696823 1.061429 0.02 -0.09 -0.01
C 0.951112 -3.770402 2.397307 -0.27 -1.25 0.89
C -0.191576 -3.446574 3.115342 -0.56 -0.23 0.61
C -0.650949 -4.225007 4.183764 1.46 -0.39 0.02
C 0.123022 -5.313633 4.645438 -1.23 0.63 -0.47
C 1.222341 -5.696107 3.905125 -0.16 -0.25 0.14
C 1.585029 -4.961885 2.786826 1.07 0.34 -0.55
C 2.758449 -1.657017 1.798062 -0.72 -0.35 0.64
C 2.910107 -1.483718 3.181555 0.69 0.47 -0.50
C 3.904049 -0.599191 3.599987 0.26 0.02 0.88
C 4.714428 0.103446 2.693697 -0.07 -0.25 0.74
C 4.528041 -0.060980 1.340580 -0.56 -0.78 -0.03
C 3.523784 -0.948364 0.916222 1.25 1.05 -0.48
C 2.417060 -2.685889 -1.446032 -0.39 0.04 0.48
C 3.439791 -2.423044 -2.327335 1.21 -0.66 0.48
C 3.107051 -1.292011 -3.083097 -1.50 0.64 -0.47
C 1.805430 -0.961651 -2.676945 -0.09 0.64 0.63
C 0.894521 0.173286 -3.065023 -0.24 0.32 -0.20
P 0.749729 1.523098 -1.709194 -0.26 -0.90 -0.82
C 2.113035 2.653565 -2.102066 0.77 -0.14 0.75
C 2.883987 3.029705 -1.001607 0.53 0.68 0.24
C 3.884899 4.005947 -1.117080 0.48 -0.21 0.53
C 4.183055 4.563648 -2.358592 -0.01 0.18 0.64
C 3.460774 4.118210 -3.456462 0.29 0.08 -0.69
C 2.455326 3.170247 -3.343811 -0.45 0.16 0.11
C -0.677070 2.580150 -2.239500 -0.14 -0.75 -0.66
C -1.898638 1.980605 -2.655455 -0.04 0.10 -0.10
C -3.070192 2.771255 -2.702061 1.68 -0.24 0.58
C -2.969591 4.109613 -2.320600 -0.64 -0.34 -0.25
C -1.769245 4.698234 -2.001639 0.81 -0.11 -0.41
C -0.590542 3.962696 -2.033408 -0.38 -0.64 0.27
N 1.415317 -1.768522 -1.643450 -0.27 -0.54 -0.03
H 3.161093 -4.212056 -0.069436 0.22 0.01 0.24
H 1.448605 -4.376573 -0.579598 0.42 0.07 0.26
H -0.797024 -2.591107 2.880713 -0.01 0.39 -0.31
H -1.565456 -3.920460 4.640893 -0.43 0.00 0.44
H -0.171266 -5.933579 5.492698 -0.11 0.34 -0.13
H 1.708368 -6.617188 4.236358 0.29 0.39 -0.49
H 2.449076 -5.270671 2.205367 -0.03 -0.13 0.06
H 2.282503 -2.046553 3.857930 0.09 0.09 0.20
H 4.147769 -0.449996 4.674201 -0.51 -0.23 -0.77
H 5.501833 0.719225 3.125088 -0.11 0.04 -0.33
H 5.159812 0.391118 0.597306 0.11 0.31 -0.09
H 3.395181 -1.096493 -0.138969 -0.06 0.05 -0.34
H 4.394285 -2.929493 -2.361227 -0.06 -0.15 0.00
H 3.656111 -0.800052 -3.887910 -0.11 -0.27 0.35
H 1.232273 0.558850 -4.041714 -0.26 0.18 0.36
H -0.158026 -0.169410 -3.187174 0.69 -0.03 -0.03
H 2.713625 2.599773 -0.013293 -0.18 0.01 -0.30
H 4.478692 4.276283 -0.215370 -0.56 -0.12 -0.77
H 4.944258 5.360914 -2.442023 -0.46 -0.65 -0.08
H 3.726676 4.505545 -4.433769 -0.16 0.03 -0.03
H 1.838726 2.868613 -4.184524 0.28 0.12 -0.19
H -1.907256 0.900409 -2.983068 -0.17 1.33 0.71
H -4.025415 2.337068 -2.917447 -0.28 -0.16 -0.30
H -3.850385 4.726513 -2.312524 -0.33 0.08 0.05
H -1.731234 5.743774 -1.777875 -0.03 0.49 0.11
H 0.393899 4.401323 -1.864079 -0.43 0.07 0.19
C -5.845601 -3.079403 -4.841506 1.32 0.76 -0.48
C -4.729352 -3.630362 -3.969901 0.47 0.29 0.54
C -3.424063 -3.095763 -4.045001 -0.09 -0.60 0.56
C -2.406292 -3.524413 -3.164895 -2.13 -0.48 -0.58
C -2.694191 -4.507087 -2.220460 -1.94 0.87 -0.56
C -4.010841 -4.987712 -2.101667 0.85 -0.56 0.06
C -4.985351 -4.594419 -2.978728 -0.35 0.78 -1.22
S -1.571571 -4.805604 -0.956450 2.00 -2.37 1.31
O -0.297330 -5.135718 -1.586472 -0.55 0.45 -0.01
O -2.163505 -5.866156 -0.136365 0.12 0.75 -0.59
N -1.413917 -3.479398 -0.141668 0.05 -0.34 -0.41
C -2.529185 -3.252713 0.741980 1.12 2.54 1.01
C -2.472007 -1.751136 1.135657 -0.25 -0.33 0.37
O -3.147429 -1.335510 2.075297 -0.22 -0.17 0.00
O -1.663168 -1.021122 0.467938 0.31 0.65 -0.22
H -5.589660 -3.240701 -5.902222 -0.27 -0.10 0.27
H -5.909141 -1.969595 -4.740419 -0.09 -0.78 0.14
H -6.792746 -3.529382 -4.616051 -0.47 -0.18 0.08
H -3.223448 -2.319627 -4.776313 0.09 -0.01 0.05
H -1.454107 -3.081693 -3.169419 1.20 0.48 -0.17
H -4.266417 -5.720992 -1.346665 0.31 0.09 0.10
H -5.979429 -5.023238 -2.932066 -0.03 0.03 0.19
H -2.472247 -3.754451 1.690754 0.06 -0.73 0.29
H -3.507251 -3.372482 0.360963 -1.15 -0.53 -0.85
S -0.363112 4.538153 4.723636 0.16 1.38 -0.33
C -0.149842 3.124197 3.670309 0.60 0.91 0.01
C 1.096566 2.817517 3.088696 -0.45 -0.26 0.57
C 1.227100 1.586761 2.473679 0.55 -0.49 -0.48
N 0.207957 0.720146 2.332442 -0.53 0.55 0.45
C -0.975250 1.070470 2.838402 -0.83 0.06 0.66
C -1.218400 2.295105 3.572926 0.49 -2.57 -1.51
C -0.717179 5.914454 3.551538 0.06 -0.78 0.16
C 0.232208 6.504950 2.725178 0.32 -0.35 -0.08
C -0.143899 7.515043 1.835095 0.00 -0.52 0.86
N -1.370623 8.011602 1.790322 -0.59 -0.30 0.07
C -2.287984 7.427296 2.573413 -0.23 0.27 -0.26
C -2.017522 6.369553 3.447612 -0.51 0.72 -0.40
H 1.927405 3.479911 3.288736 0.11 -0.06 -0.25
H 2.194916 1.195088 2.076727 -0.76 0.66 0.36
H -1.800920 0.323763 2.737953 0.71 0.67 -0.11
H -2.167559 2.468354 4.052500 -0.06 0.12 -0.06
H 1.249064 6.125427 2.749243 -0.05 0.17 -0.08
H 0.568001 7.938692 1.152393 0.33 0.15 -0.16
H -3.313751 7.825160 2.446751 0.65 -0.34 0.29
H -2.840892 5.939026 3.996839 0.09 -0.14 0.16